121
Properties=species:S:1:pos:R:3:forces:R:3 method="wB97M-V/def2-TZVPD" e_above_lowest_kj_mol=0.0 charge=-2 molar_mass_g_mol=1195.7 s2=0.773 gap_ev="3.385 / 4.951" multiplicity=2 homo_energy_ev="0.3 / -1.3" lumo_energy_ev="3.69 / 3.69" largest_force_ev_per_a=0.6
Ti 1.149985 0.197374 1.818594 -0.1911 0.5052 0.1770
O -0.153557 0.114929 0.248242 0.3105 0.0188 0.2097
N -1.419417 -0.275526 0.147890 -0.0211 0.0173 -0.0620
C -2.308176 0.227074 1.032322 0.0523 0.0009 0.0294
C -3.630669 -0.119809 0.981706 -0.0430 0.0043 -0.0067
C -4.048304 -1.009579 -0.005075 0.0793 -0.0034 -0.0310
C -3.136255 -1.472841 -0.922853 -0.0936 -0.0010 0.0198
C -1.783172 -1.083164 -0.898355 0.0806 -0.0086 0.0454
S -0.666299 -1.527894 -2.116843 0.0233 0.0294 -0.0761
H -1.874449 0.884557 1.773473 -0.0175 0.0055 -0.0089
H -4.311709 0.290101 1.713853 0.0189 0.0049 0.0107
H -5.081493 -1.331323 -0.053865 -0.0058 -0.0035 -0.0035
H -3.429575 -2.140559 -1.720514 0.0138 0.0057 -0.0048
C 0.300986 6.264435 -6.321989 -0.0005 -0.0094 0.0256
C 0.481047 5.536329 -5.014967 -0.0132 0.0249 0.0140
C 0.205705 6.148810 -3.802247 0.0108 -0.0036 -0.0465
C 0.366888 5.484126 -2.587480 0.0091 -0.0321 0.0478
C 0.054863 6.239992 -1.322571 0.0068 -0.0326 0.0007
C 0.802700 4.148421 -2.575166 0.0786 0.0717 0.0313
Te 1.189284 3.124452 -0.708245 -0.0943 -0.0184 -0.1060
N 1.472242 2.013966 1.942946 -0.0068 -0.5724 0.1553
C 2.011442 2.662635 2.978541 0.0625 0.0715 0.1267
O 2.385706 2.197083 4.069074 -0.0201 0.0730 -0.2509
C 2.175283 4.166769 2.842683 -0.0362 0.0168 0.0096
C 3.029948 4.734208 1.904591 0.0253 0.0052 -0.0102
C 3.177976 6.113506 1.827127 0.0106 -0.0106 -0.0058
C 2.458511 6.944111 2.675125 -0.0172 -0.0092 0.0159
C 1.607390 6.383125 3.621554 0.0191 0.0188 -0.0166
C 1.481724 5.005100 3.713584 0.0021 -0.0236 -0.0099
C -0.821695 3.318835 -0.066092 0.0413 0.0049 -0.0276
C -1.044142 3.912133 1.172699 0.0230 0.0003 0.0360
C -2.329734 4.097614 1.655869 -0.0220 -0.0038 -0.0019
C -3.413850 3.702884 0.884799 0.0171 -0.0023 -0.0130
C -3.193971 3.105311 -0.345631 -0.0182 0.0058 0.0036
C -1.906190 2.886289 -0.837517 -0.0018 0.0012 -0.0431
C -1.736925 2.170669 -2.147764 -0.0194 0.0067 -0.0003
C 1.080098 3.518350 -3.799781 -0.0042 -0.0247 -0.0436
C 1.547629 2.087372 -3.888506 -0.0004 0.0347 0.0111
C 0.921340 4.221645 -4.991315 -0.0360 -0.0380 -0.0093
H 0.015553 7.303763 -6.155213 0.0000 0.0028 -0.0031
H -0.477157 5.795468 -6.928922 -0.0008 0.0060 -0.0077
H 1.222011 6.256167 -6.909107 -0.0018 0.0035 -0.0059
H -0.135507 7.180243 -3.793944 -0.0028 0.0036 0.0014
H -0.010498 7.310820 -1.522999 -0.0009 0.0034 0.0001
H 0.816247 6.064569 -0.559563 -0.0052 0.0059 0.0023
H -0.894899 5.912680 -0.894923 -0.0058 -0.0069 0.0188
H 3.579341 4.087514 1.231549 -0.0124 -0.0049 0.0060
H 3.849305 6.539984 1.090499 0.0017 0.0049 -0.0030
H 2.560276 8.020719 2.601187 0.0015 0.0042 0.0018
H 1.045142 7.024330 4.291187 -0.0050 -0.0030 0.0048
H 0.841632 4.553184 4.462391 -0.0054 0.0021 0.0012
H -0.197912 4.223620 1.769298 -0.0018 -0.0065 -0.0009
H -2.478176 4.542002 2.632475 0.0067 0.0013 0.0014
H -4.425684 3.838397 1.249155 -0.0044 -0.0018 -0.0022
H -4.037615 2.759017 -0.933477 -0.0037 -0.0001 -0.0020
H -2.659823 1.658072 -2.425326 0.0009 -0.0140 0.0099
H -0.940935 1.426451 -2.079929 0.0021 -0.0174 0.0001
H -1.472613 2.861138 -2.951885 -0.0067 -0.0046 0.0051
H 1.069611 1.466873 -3.131612 -0.0254 -0.0410 -0.0044
H 2.627155 2.015351 -3.732239 -0.0018 -0.0176 0.0467
H 1.316504 1.671288 -4.870326 0.0373 0.0119 -0.0175
H 1.135039 3.715593 -5.929147 0.0039 0.0011 -0.0010
Te -0.242545 -0.236212 3.927592 -0.0718 -0.0706 0.0746
C 5.664341 2.043725 3.664720 0.0046 0.0038 -0.0237
C 5.106846 0.624491 3.542196 -0.0258 0.0362 0.0217
C 4.518372 0.339171 2.211439 -0.0174 -0.0056 0.0357
N 3.278357 -0.114831 2.024332 -0.1263 -0.0984 -0.2944
N 2.951557 -0.239105 0.742901 -0.2554 -0.0604 -0.2545
C 3.871716 0.105434 -0.123329 0.2619 0.1038 0.1137
N 3.654232 0.245591 -1.500928 -0.0312 -0.0270 0.0167
S 5.390141 0.531631 0.675637 -0.0700 -0.0083 0.0374
H 6.122770 2.197776 4.644681 0.0117 -0.0127 0.0032
H 4.857214 2.766834 3.551292 -0.0010 -0.0006 0.0007
H 6.420980 2.239344 2.899710 0.0083 0.0044 0.0049
H 4.297922 0.494450 4.263350 0.0019 -0.0093 0.0016
H 5.901213 -0.100141 3.782088 -0.0053 -0.0117 -0.0045
H 2.663456 0.400386 -1.668304 0.0074 0.0080 -0.0240
H 3.952965 -0.568325 -2.030067 -0.0072 -0.0062 -0.0048
C -0.473696 -7.991176 -0.457073 -0.0148 0.0086 0.0107
C -0.515154 -6.901938 -1.538817 -0.0024 0.0175 -0.0261
C -1.877892 -6.956575 -2.236554 0.0168 -0.0011 0.0083
C 0.561551 -7.258609 -2.575639 -0.0284 0.0220 0.0329
C -0.273231 -5.443844 -1.001673 0.0151 -0.0255 0.0154
O -0.032466 -4.661656 -2.164357 0.0287 0.0344 -0.0294
C -1.470496 -4.815356 -0.273409 -0.0068 0.0295 -0.0236
C -1.979886 -5.442265 1.025867 -0.0057 0.0073 0.0083
C -2.989056 -4.531814 1.679483 0.0098 -0.0497 0.0100
C -4.352078 -4.749992 1.503612 0.0057 0.0160 0.0135
C -5.292853 -3.901899 2.070435 0.0128 0.0104 0.0101
C -4.852760 -2.829022 2.825739 -0.0450 0.0134 0.0021
Cl -6.039396 -1.743721 3.519191 0.0151 -0.0062 -0.0042
C -3.506179 -2.581164 3.016414 0.0880 -0.0163 -0.0059
C -2.581273 -3.435035 2.432964 -0.0242 0.0773 0.0383
C 1.007116 -5.426247 -0.134290 0.0612 -0.0159 -0.0300
N 1.156284 -4.278143 0.738679 -0.1932 0.0681 -0.0339
C 1.167072 -2.967145 0.460103 0.1619 0.0103 0.0145
N 1.163986 -2.274552 1.580495 0.1271 0.0261 0.0283
C 1.164500 -3.225534 2.547923 -0.1222 0.0224 -0.0665
N 1.140383 -4.454906 2.086980 0.0961 -0.0601 0.0156
H -0.824144 -8.929732 -0.895062 -0.0059 -0.0038 0.0067
H -1.104005 -7.769458 0.401709 0.0300 -0.0178 -0.0202
H 0.539477 -8.168974 -0.094578 0.0121 -0.0024 0.0019
H -1.975502 -7.899805 -2.780649 -0.0017 -0.0010 -0.0001
H -1.974871 -6.135067 -2.946649 -0.0091 0.0043 -0.0045
H -2.699557 -6.899478 -1.519637 -0.0091 0.0032 -0.0095
H 0.373547 -8.266829 -2.955596 -0.0009 -0.0032 0.0038
H 1.560606 -7.255294 -2.135450 0.0107 0.0109 -0.0083
H 0.550406 -6.558212 -3.407177 0.0072 0.0028 -0.0127
H -0.335010 -3.732087 -2.050917 -0.0421 -0.0666 0.0426
H -2.294191 -4.740951 -0.986758 0.0017 0.0082 -0.0059
H -1.193948 -3.779234 -0.057059 -0.0323 -0.0113 -0.0084
H -1.147751 -5.620001 1.711824 -0.0051 0.0017 0.0043
H -2.461290 -6.402843 0.827961 -0.0024 0.0270 0.0056
H -4.686653 -5.596542 0.912772 0.0042 -0.0017 -0.0006
H -6.352848 -4.067362 1.929223 0.0011 0.0000 0.0005
H -3.144469 -1.731394 3.584496 -0.0388 0.0107 0.0087
H -1.530588 -3.203298 2.581035 0.0038 -0.0504 -0.0242
H 1.855305 -5.468090 -0.818196 0.0173 -0.0114 0.0307
H 1.054284 -6.276409 0.539289 -0.0009 -0.0079 0.0162
H 1.153961 -2.550909 -0.537110 -0.0123 0.0008 0.0311
H 1.145075 -2.976463 3.596171 -0.0001 0.0113 0.0057

=====

55
Properties=species:S:1:pos:R:3:forces:R:3 method="wB97M-V/def2-TZVPD" e_above_lowest_kj_mol=44.3 charge=-2 molar_mass_g_mol=587.1 s2=0.768 gap_ev="3.453 / 5.253" multiplicity=2 homo_energy_ev="1.3 / -0.5" lumo_energy_ev="4.80 / 4.79" largest_force_ev_per_a=0.6
Cu -0.638414 -0.608274 -0.566834 -0.4066 -0.3397 0.0306
C -3.369860 -4.311565 0.890080 0.1617 -0.0142 -0.1284
C -2.198912 -3.687850 0.409762 -0.2121 -0.1194 -0.0099
N -1.836860 -2.484482 0.763361 -0.1161 0.0317 0.2159
C -2.604324 -1.788661 1.636059 0.2245 0.2719 -0.0103
C -3.778602 -2.336531 2.202150 -0.0868 0.0727 0.0605
C -4.149351 -3.632103 1.780594 -0.0732 0.0261 0.0726
C -4.521489 -1.593496 3.160726 0.0320 -0.1759 -0.0982
C -4.064973 -0.356739 3.526297 0.1723 0.2164 -0.0242
C -2.897247 0.215513 2.989240 -0.1079 -0.1522 0.1437
C -2.121707 -0.445198 2.023333 -0.2222 -0.0521 0.0190
N -1.031032 -0.007130 1.396400 0.5316 -0.2061 0.0861
C 0.084465 0.591244 1.961485 -0.3540 -0.0482 -0.1030
C 0.122616 1.332977 3.154180 0.0360 0.0233 0.0089
C 1.320644 1.866770 3.626064 -0.0548 -0.0106 -0.0383
C 2.505103 1.671626 2.940763 0.0094 0.0099 -0.0037
C 2.532902 0.898452 1.758813 0.0561 -0.0354 -0.0678
C 3.740549 0.602910 1.058046 -0.1015 -0.0544 -0.1107
C 3.666333 -0.231196 -0.079134 0.1587 0.1518 0.1773
C 2.450422 -0.688177 -0.513476 -0.3805 0.0243 0.0871
N 1.263613 -0.403792 0.095070 0.4573 0.2978 0.1177
C 1.311424 0.371224 1.254550 -0.0337 -0.2453 -0.2416
H -3.637215 -5.305464 0.549740 0.0163 0.0056 -0.0012
H -1.555126 -4.197842 -0.301742 -0.0175 0.0000 -0.0001
H -5.059060 -4.075563 2.175292 0.0012 0.0181 0.0085
H -5.426108 -2.013522 3.586421 -0.0079 -0.0120 -0.0208
H -4.636756 0.219281 4.249018 0.0252 0.0228 0.0080
H -2.618096 1.215692 3.284519 -0.0896 0.0011 0.0031
H -0.787157 1.489869 3.713380 0.0754 0.0323 0.0243
H 1.318073 2.450423 4.542459 -0.0070 -0.0024 0.0066
H 3.434654 2.094187 3.311681 0.0087 -0.0156 -0.0015
H 4.686744 0.977895 1.432514 -0.0065 0.0023 -0.0026
H 4.559842 -0.501627 -0.633482 -0.0101 -0.0025 0.0054
H 2.381804 -1.303233 -1.405039 -0.0183 -0.0026 0.0003
C -0.344560 2.847188 -0.393095 -0.0340 0.0567 -0.0620
C 0.531792 2.248250 -1.456419 0.2846 0.0886 0.2547
C 1.880029 2.691816 -1.602219 -0.2903 0.0832 0.2075
C 2.660202 2.118886 -2.544561 0.1447 -0.1455 -0.1688
C 2.124560 1.118024 -3.396587 0.0824 0.0494 0.0002
C 2.892453 0.514908 -4.418533 -0.0054 0.1218 0.1037
C 2.308991 -0.410500 -5.232738 -0.1740 -0.1392 -0.0532
C 0.958766 -0.771529 -5.053197 0.1556 -0.0229 -0.0875
C 0.168062 -0.220014 -4.064734 0.1480 0.1048 0.2116
S -1.515523 -0.734913 -4.095403 -0.0556 0.1505 -0.0584
C 0.775585 0.753635 -3.192402 -0.1914 -0.2214 -0.0670
N 0.030780 1.303782 -2.198003 -0.1793 0.3204 -0.5324
H -0.675160 3.844507 -0.704359 0.0007 0.0009 0.0203
H 0.191592 2.937930 0.553735 0.0079 0.0097 -0.0315
H -1.218010 2.214059 -0.242047 0.0217 -0.0045 -0.0085
H 2.267123 3.452686 -0.935147 -0.0036 -0.0422 0.0338
H 3.702851 2.399879 -2.652390 -0.0029 -0.0147 -0.0153
H 3.935340 0.790677 -4.531368 -0.0024 0.0166 0.0050
H 2.888801 -0.894482 -6.011242 -0.0260 -0.0010 -0.0236
H 0.514480 -1.515427 -5.705157 0.0344 -0.0190 0.0201
Se -2.525054 -0.714979 -2.096426 0.4245 -0.1117 0.0379

=====

34
Properties=species:S:1:pos:R:3:forces:R:3 method="wB97M-V/def2-TZVPD" e_above_lowest_kj_mol=317.4 charge=+1 molar_mass_g_mol=189.3 gap_ev=10.356 homo_energy_ev=-13.8 lumo_energy_ev=-3.43 largest_force_ev_per_a=4.8
C -1.422242 -1.633000 -0.151577 -0.4112 -1.0659 0.0903
C 2.402655 0.952294 -0.961183 1.3366 -3.2286 -0.1490
C 2.931457 -0.536496 0.965954 -0.0156 0.9541 -0.9299
C 1.860466 -1.592272 -0.880831 0.9139 0.4831 -1.4075
C -0.870230 2.110628 0.064506 0.1042 3.3759 0.5177
C -2.033592 0.705839 1.490134 4.0023 -2.5624 -0.0826
C -2.965685 0.936916 -0.822672 -1.0222 3.9762 -0.7378
C -0.919204 -0.244547 -0.472534 3.8100 0.4598 2.8905
C 1.917147 -0.284818 -0.124154 0.4856 0.6853 -0.8293
N -0.803063 -2.195025 0.908297 -1.1965 0.5723 -0.9906
N -1.724015 0.901575 0.021912 -0.1157 -0.4254 0.8957
O -2.263077 -2.084218 -0.893692 -0.4297 0.0838 0.1567
O 0.648156 -0.046256 0.460972 -3.8906 -0.3329 -0.6941
H 1.572904 1.296926 -1.462399 -1.7800 1.0866 -1.4587
H 2.850314 1.726869 -0.376119 0.2555 0.3322 0.4149
H 3.125539 0.536004 -1.723503 -0.5531 0.8452 0.7900
H 2.565782 -0.855423 1.868552 -1.4699 -1.5541 1.9977
H 3.441319 0.333748 1.294711 0.9113 0.9208 -0.3406
H 3.533011 -1.279681 0.509744 1.3552 -0.4408 0.3417
H 2.847111 -1.735307 -1.428939 -1.3803 -0.4577 0.8940
H 1.476120 -2.383026 -0.264263 1.0644 -0.7238 0.7428
H 1.074367 -1.619550 -1.590468 -0.6675 0.5461 -1.5055
H -0.547999 2.589614 -0.946305 -1.2924 -0.8503 1.7127
H -1.304321 2.814935 0.937116 0.5351 -0.9896 -2.8937
H 0.026983 1.774257 0.546488 0.4365 -0.0413 -0.1432
H -2.880279 1.136938 1.795636 -3.3506 1.7369 0.6879
H -1.944037 -0.335974 1.802263 -0.7141 -0.0508 -0.5049
H -1.175236 1.108768 2.018200 -0.1757 0.2607 0.1324
H -3.259516 -0.047883 -0.977182 -0.8727 -1.6734 -0.0606
H -3.852769 1.623157 -0.372943 2.4428 -1.7057 -0.7767
H -2.684406 1.368861 -1.839686 -0.3010 -0.4719 1.3914
H -0.707858 -0.194698 -1.492986 0.4158 0.5838 -1.5815
H 0.064754 -1.713166 0.889560 1.4229 -0.0753 1.6301
H -0.980556 -3.136002 1.207376 0.1466 -0.2532 -0.2006